--- one ---
{
  "formula": "C5H29N2O10",
  "method": "ωB97M-V/def2-TZVPD",
  "symbols": ["C", "O", "C", "C", "C", "N", "C", "N", "H", "H", "H", "H", "H", "H", "H", "H", "H", "H", "H", "H", "H", "O", "H", "H", "O", "H", "H", "O", "H", "H", "O", "H", "H", "O", "H", "H", "O", "H", "H", "O", "H", "H", "O", "H", "H", "O"],
  "xyz": [[1.96, -0.50, -3.67], [2.13, 0.85, -4.08], [2.71, -0.81, -2.37], [1.93, -1.79, -1.48], [0.73, -1.14, -0.79], [0.36, 0.58, 2.35], [0.36, -0.37, 1.49], [1.17, -0.46, 0.40], [2.37, -1.08, -4.49], [0.88, -0.70, -3.57], [3.70, -1.21, -2.58], [2.89, 0.13, -1.85], [1.60, -2.63, -2.10], [2.59, -2.24, -0.74], [0.26, -0.42, -1.47], [-0.02, -1.89, -0.54], [0.92, 1.41, 2.10], [-0.31, -1.21, 1.61], [1.70, 0.39, 0.16], [1.73, 1.47, -3.44], [1.05, 3.41, -2.84], [0.91, 2.50, -2.47], [2.73, 2.45, 0.44], [3.55, 1.41, 1.22], [3.66, 2.25, 0.76], [-2.85, -2.30, 3.82], [-3.74, -1.05, 3.44], [-3.75, -2.02, 3.56], [-3.75, 1.01, -0.28], [-2.29, 1.20, -0.03], [-3.05, 0.58, 0.22], [-3.48, 0.65, 1.97], [-2.94, 1.19, 3.31], [-3.70, 0.65, 2.94], [-3.00, -1.90, 0.62], [-3.53, -2.62, 1.89], [-3.10, -2.78, 1.01], [1.25, 3.84, 0.14], [1.17, 2.57, -1.45], [1.18, 2.85, 0.02], [-0.46, 2.49, -0.21], [-0.88, 2.18, -1.61], [-1.30, 2.35, -0.74], [-1.59, -3.46, 2.57], [-0.50, -2.62, 3.28], [-1.25, -3.18, 3.47]],
  "mulliken_spin": [0.0005, 0.0012, -0.0002, 0.0337, -0.0072, 0.5224, -0.0600, 0.5515, 0.0005, 0.0019, 0.0013, -0.0002, 0.0045, -0.0052, 0.0350, 0.0056, -0.0147, -0.0436, -0.0307, -0.0005, -0.0001, 0.0009, 0.0004, -0.0003, -0.0001, 0.0000, 0.0000, 0.0001, -0.0002, -0.0014, 0.0002, 0.0001, 0.0001, 0.0006, 0.0002, -0.0001, 0.0000, -0.0002, 0.0003, 0.0032, -0.0009, 0.0005, 0.0008, -0.0001, 0.0005, -0.0002],
  "lumo_energy_ev": [-0.9083, -5.5337],
  "gap_ev": [9.178, 4.541],
  "s_squared": 0.7845,
  "multiplicity": 2
}

---

--- two ---
{
  "formula": "C5H29N2O10",
  "method": "ωB97M-V/def2-TZVPD",
  "symbols": ["O", "C", "C", "C", "C", "C", "N", "N", "H", "H", "H", "H", "H", "H", "H", "H", "H", "H", "H", "H", "H", "O", "H", "H", "O", "H", "H", "O", "H", "H", "O", "H", "H", "O", "H", "H", "O", "H", "H", "O", "H", "H", "O", "H", "H", "O"],
  "xyz": [[2.60, 0.29, -2.83], [1.38, 0.04, -2.75], [0.71, 0.19, -1.43], [-0.58, 1.12, -1.20], [-2.04, 0.63, -1.30], [-2.19, -0.26, -2.26], [-2.89, 1.32, -0.48], [1.76, 0.65, -0.42], [0.68, -0.11, -3.65], [0.44, -0.87, -1.16], [-0.39, 1.60, -0.27], [-0.56, 1.93, -1.99], [-1.31, -0.44, -2.84], [-3.08, -0.76, -2.64], [-3.84, 0.99, -0.44], [-2.67, 1.64, 0.43], [1.89, 0.05, 0.34], [1.40, 1.63, -0.12], [2.61, 0.82, -1.06], [-1.76, -0.47, 3.70], [-0.67, -0.86, 4.67], [-1.40, -1.27, 4.18], [-0.09, 0.18, 2.45], [-0.21, 1.59, 2.10], [-0.81, 0.84, 2.12], [-2.04, -2.92, 1.74], [-3.45, -2.84, 2.43], [-2.87, -2.41, 1.83], [0.72, -0.83, 3.49], [1.99, -1.06, 2.87], [1.53, -0.32, 3.25], [-0.61, -1.17, 0.90], [-0.86, -1.97, 2.15], [-0.14, -1.61, 1.63], [-0.39, 3.81, 1.54], [1.13, 3.77, 1.83], [0.41, 3.36, 1.39], [2.86, -1.98, -1.11], [2.11, -2.90, -0.18], [2.00, -2.17, -0.74], [1.81, 3.82, -2.72], [3.13, 3.69, -1.88], [2.32, 3.26, -2.05], [-0.19, -3.62, -3.39], [1.15, -3.18, -3.36], [0.39, -3.15, -2.79]],
  "mulliken_spin": [0.2117, 0.5851, -0.0611, 0.1163, -0.0611, 0.0223, 0.0023, 0.1280, 0.0467, -0.0130, 0.0260, 0.0365, -0.0046, -0.0005, 0.0006, -0.0054, -0.0233, -0.0244, 0.0009, -0.0004, 0.0006, 0.0010, 0.0067, -0.0019, -0.0073, -0.0003, -0.0003, -0.0010, 0.0037, -0.0017, -0.0019, -0.0007, 0.0039, 0.0046, 0.0038, -0.0004, -0.0077, 0.0047, 0.0090, -0.0070, 0.0043, 0.0031, -0.0088, 0.0044, -0.0018, 0.0088],
  "lumo_energy_ev": [0.0808, 0.0175],
  "gap_ev": [3.276, 7.507],
  "s_squared": 0.7535,
  "multiplicity": 2
}

---

Most stable one: one, least stable one: two.

---

--- one ---
{
  "formula": "C2H3BrN2S",
  "method": "ωB97M-V/def2-TZVPD",
  "symbols": ["S", "N", "N", "Br", "H", "C", "C", "H", "H"],
  "xyz": [[-1.93, 2.19, -1.92], [-2.18, 0.90, -0.99], [-2.93, 0.45, 0.01], [-4.28, 1.45, 0.56], [-1.38, 0.21, -0.81], [0.13, -0.19, 0.89], [0.87, -0.18, -0.05], [-0.55, -0.40, 1.68], [1.64, -0.02, -0.77]],
  "lowdin_charge": [0.5510, -0.7546, -0.5830, 0.6618, 0.0536, -0.0032, 0.0121, 0.0306, 0.0318],
  "lumo_energy_ev": [-0.8079, -0.8083],
  "gap_ev": [8.115, 8.114],
  "multiplicity": 1
}

---

--- two ---
{
  "formula": "C2H3BrN2S",
  "method": "ωB97M-V/def2-TZVPD",
  "symbols": ["Br", "C", "N", "S", "N", "C", "H", "H", "H"],
  "xyz": [[3.29, 0.08, -0.01], [1.61, -0.85, 0.05], [1.60, -2.12, 0.04], [-0.24, -2.50, -0.02], [-0.71, -0.87, 0.17], [0.36, -0.04, -0.31], [-0.79, -0.55, 1.24], [0.28, 1.00, 0.10], [0.45, 0.29, -1.41]],
  "lowdin_charge": [0.6932, -0.9118, -0.1989, 0.8273, -0.4396, -0.3607, 0.1366, 0.1143, 0.1395],
  "lumo_energy_ev": 0.3198,
  "gap_ev": 9.333,
  "multiplicity": 1
}

---

Most stable one: two, least stable one: one.

---

--- one ---
{
  "formula": "C13H21N2",
  "method": "ωB97M-V/def2-TZVPD",
  "symbols": ["C", "C", "C", "C", "C", "C", "C", "C", "C", "C", "C", "C", "C", "N", "N", "H", "H", "H", "H", "H", "H", "H", "H", "H", "H", "H", "H", "H", "H", "H", "H", "H", "H", "H", "H", "H"],
  "xyz": [[-4.66, -1.49, -0.58], [-4.64, -0.38, 0.23], [-3.43, -1.84, -1.16], [-3.33, 0.18, 0.53], [-2.24, -1.20, -1.11], [-2.18, -0.08, -0.23], [-1.08, -1.68, -1.89], [-0.05, -0.57, -1.99], [-0.85, 0.38, 0.07], [-0.12, -0.24, 2.46], [3.22, -0.20, -0.35], [2.73, 2.22, 0.12], [-0.52, 0.88, 1.47], [0.08, 0.19, -0.77], [2.42, 0.83, 0.32], [-5.50, -2.08, -0.83], [-5.54, -0.05, 0.65], [-3.43, -2.84, -1.52], [-3.35, 1.06, 1.22], [-0.48, -2.50, -1.27], [-1.41, -2.02, -2.90], [1.05, -0.93, -2.23], [-0.23, 0.24, -2.75], [-0.94, -0.97, 2.47], [-0.02, -0.02, 3.49], [0.92, -0.66, 2.16], [4.20, -0.09, -0.24], [2.92, -1.23, 0.04], [3.10, -0.26, -1.50], [3.81, 2.36, 0.32], [2.50, 2.40, -0.91], [2.10, 2.71, 0.80], [0.21, 1.78, 1.35], [-1.48, 1.44, 1.95], [1.08, 0.38, -0.79], [2.39, 0.61, 1.26]],
  "lowdin_charge": [-0.0204, -0.0202, -0.0324, 0.0263, -0.1846, -0.1047, -0.0980, -0.1453, -0.1551, -0.0659, -0.0943, -0.0871, -0.1532, 0.1149, -0.2306, 0.1084, 0.0982, 0.1171, 0.1216, 0.1769, 0.1504, 0.1543, 0.1561, 0.0830, 0.0622, 0.1005, 0.0217, 0.1199, 0.1071, 0.1038, 0.0859, 0.0591, 0.1234, 0.1478, 0.0929, 0.0604],
  "lumo_energy_ev": -3.9018,
  "total_charge": 1,
  "gap_ev": 8.615,
  "multiplicity": 1
}

---

--- two ---
{
  "formula": "C13H21N2",
  "method": "ωB97M-V/def2-TZVPD",
  "symbols": ["C", "C", "C", "C", "C", "C", "N", "C", "C", "C", "C", "C", "N", "C", "C", "H", "H", "H", "H", "H", "H", "H", "H", "H", "H", "H", "H", "H", "H", "H", "H", "H", "H", "H", "H", "H"],
  "xyz": [[-2.31, 0.55, 2.14], [-1.81, -0.65, 2.14], [-1.64, -1.47, 0.89], [-2.85, -1.51, 0.24], [-0.36, -1.90, 0.19], [0.84, -2.08, 1.07], [1.64, -0.82, 0.98], [1.52, -0.07, 2.24], [1.02, -0.10, -0.16], [-0.09, -0.75, -0.59], [-0.88, -0.14, -1.78], [-0.44, 1.27, -1.88], [0.97, 1.37, -2.02], [1.69, 2.30, -2.90], [1.54, 1.21, -0.69], [-2.39, 1.14, 3.03], [-2.33, 0.97, 1.13], [-1.55, -1.15, 3.13], [-3.74, -1.06, 0.56], [-2.82, -1.88, -0.74], [-0.58, -2.85, -0.24], [0.59, -2.28, 2.11], [1.49, -2.97, 0.84], [2.68, -0.93, 0.64], [1.78, -0.64, 3.05], [2.14, 0.76, 2.21], [0.51, 0.17, 2.29], [-1.90, -0.16, -1.57], [-0.56, -0.82, -2.62], [-0.88, 1.75, -2.67], [-0.74, 1.93, -1.07], [2.77, 2.43, -2.77], [1.41, 2.08, -3.98], [1.33, 3.29, -2.80], [1.33, 1.83, 0.16], [2.62, 1.18, -0.56]],
  "lowdin_charge": [0.0266, -0.1931, -0.2169, 0.0959, -0.2163, -0.0382, -0.0548, 0.0467, -0.1171, -0.1144, -0.0498, -0.2002, -0.1791, -0.0455, -0.1259, 0.0737, 0.0789, 0.1326, 0.0700, 0.0600, 0.1611, 0.1340, 0.1634, 0.2498, 0.0857, 0.0961, 0.0776, 0.0821, 0.1640, 0.1025, 0.1391, 0.0930, 0.1116, 0.0564, 0.1198, 0.1306],
  "lumo_energy_ev": -2.9227,
  "total_charge": 1,
  "gap_ev": 8.854,
  "multiplicity": 1
}

---

Most stable one: one, least stable one: two.

---

--- one ---
{
  "formula": "C4H15NO2",
  "method": "ωB97M-V/def2-TZVPD",
  "symbols": ["C", "C", "N", "C", "C", "H", "H", "H", "H", "H", "H", "H", "H", "H", "H", "H", "O", "H", "H", "O", "H", "H"],
  "xyz": [[-0.13, -1.88, 0.93], [0.09, -0.61, 0.08], [1.10, 0.28, 0.72], [2.30, 0.44, -0.09], [0.58, 1.57, 1.16], [-1.05, -1.85, 1.51], [-0.28, -2.70, 0.22], [0.72, -2.09, 1.56], [-0.84, -0.07, 0.00], [0.47, -0.86, -0.91], [2.93, 1.18, 0.42], [2.10, 0.74, -1.12], [2.92, -0.46, -0.03], [-0.48, 1.69, 0.94], [0.71, 1.73, 2.23], [0.98, 2.42, 0.61], [-0.92, 0.45, -2.88], [-1.27, 1.27, -3.25], [-0.24, 0.72, -2.25], [-3.55, -0.76, 0.26], [-2.76, -1.29, 0.09], [-3.35, 0.08, -0.18]],
  "lowdin_charge": [-0.0746, -0.2585, -0.2658, -0.1130, -0.1008, 0.0615, 0.0698, 0.0695, 0.0730, 0.0993, 0.0828, 0.0772, 0.0814, 0.0686, 0.0801, 0.0737, -0.0580, 0.0387, 0.0096, -0.0592, 0.0075, 0.0372],
  "lumo_energy_ev": 0.5592,
  "gap_ev": 9.173,
  "multiplicity": 1
}

---

--- two ---
{
  "formula": "C4H15NO2",
  "method": "ωB97M-V/def2-TZVPD",
  "symbols": ["C", "N", "C", "C", "C", "H", "H", "H", "H", "H", "H", "H", "H", "H", "H", "H", "O", "H", "H", "O", "H", "H"],
  "xyz": [[1.16, 1.56, -0.46], [0.73, 1.63, 0.96], [-0.35, 0.71, 1.34], [-0.26, -0.72, 0.81], [-1.72, 1.30, 1.02], [2.14, 1.08, -0.53], [1.22, 2.56, -0.87], [0.43, 1.01, -1.04], [1.53, 1.37, 1.52], [-0.31, 0.66, 2.43], [-0.94, -1.34, 1.39], [0.73, -1.15, 0.95], [-0.52, -0.81, -0.24], [-2.48, 0.55, 1.22], [-1.86, 1.65, -0.01], [-1.96, 2.17, 1.63], [1.96, -2.50, -1.06], [1.08, -2.12, -1.19], [2.46, -1.76, -0.68], [-0.65, -1.89, -2.39], [-1.08, -2.66, -2.00], [-1.31, -1.32, -2.78]],
  "lowdin_charge": [-0.1065, -0.0909, -0.4720, -0.0823, -0.0778, 0.0717, 0.0667, 0.0642, 0.0895, 0.1275, 0.0837, 0.0685, 0.0388, 0.0713, 0.0768, 0.0736, -0.0731, -0.0166, 0.0279, -0.0489, 0.0574, 0.0507],
  "lumo_energy_ev": 0.5244,
  "gap_ev": 9.341,
  "multiplicity": 1
}

---

Most stable one: two, least stable one: one.